C4H6FN3 | ωB97M-V with the def2-TZVPD basis set

Cartesian coordinates (Å):
C -0.33 1.62 0.00
C 0.97 1.46 0.16
C 1.24 0.01 0.34
C -0.13 -0.57 0.36
H -2.18 -0.85 -0.88
H -2.69 -0.17 0.68
H -0.99 2.43 -0.35
H 1.87 2.18 0.40
H 1.71 -0.41 1.37
H 0.49 -2.40 0.57
N -2.32 -0.04 -0.23
N -1.01 0.39 -0.12
N -0.38 -1.84 0.18
F 1.91 -0.62 -0.64

Values from the calculation:
Highest occupied orbital energy   -8.62 eV
Energy relative to the best compared isomer or geometry (same formula, charge and spin)   284.8 kJ/mol
SMILES string   [H]/N=C1\[C@@H](F)C=CN1N
Kohn-Sham gap   9.294 eV